Entry 1:
Molecular formula: C4H10N2O2
Method: DFT, ωB97M-V with the def2-TZVPD basis set

Computed properties:
Gap between HOMO and LUMO: 9.139 eV
Energy above the lowest of the compared OMol25 structures with the same formula, charge and spin: 3.184 eV
SMILES string: CC(C)=NNC(O)O
F_max: 0.0495 Eh/bohr
LUMO level: 0.725 eV
HOMO level: -8.4 eV

Structure (XYZ):
```
18
Properties=species:S:1:pos:R:3:forces:R:3:nbo_charge:R:1
H 0.8926 -2.8781 1.8691 -0.117 0.011 -0.058 0.474
O 0.8978 -2.9287 0.9036 -0.017 0.010 0.182 -0.685
H 0.0192 3.1623 -0.5971 -0.158 0.059 -0.043 0.211
N 0.8018 0.6732 0.7450 -1.634 -0.118 0.709 -0.263
C -0.5116 2.4787 0.0737 0.146 0.303 -0.092 -0.640
H -0.3135 2.7879 1.0987 -0.095 -0.035 -0.058 0.231
C -0.2855 0.5181 -1.5266 -0.412 -0.559 0.233 -0.702
H 0.6154 0.0870 -1.9767 -0.105 0.093 0.172 0.223
C 0.4918 -1.7332 0.3729 -2.435 0.648 -0.353 0.495
H 0.5950 -1.8061 -0.7102 0.044 -0.065 0.104 0.149
N 1.1950 -0.6301 0.9056 1.057 -0.134 0.251 -0.477
C -0.0221 1.0774 -0.1466 1.415 0.650 -0.456 0.255
H -1.0543 -0.2573 -1.4751 0.046 -0.007 -0.132 0.240
O -1.0017 -1.4499 0.6238 1.867 -0.924 -0.042 -0.782
H -1.5832 2.5587 -0.1422 0.144 -0.044 0.034 0.214
H -0.6576 1.3031 -2.1877 0.098 -0.007 0.121 0.223
H 1.4093 -0.7548 1.8997 -0.026 0.042 -0.628 0.366
H -1.4883 -2.2082 0.2700 0.182 0.079 0.056 0.468
```
Positions in Å, forces in eV/Å.

=====

Entry 2:
Molecular formula: C4H10N2O2S
Method: DFT, ωB97M-V with the def2-TZVPD basis set

Computed properties:
Gap between HOMO and LUMO: 8.347 eV
Energy above the lowest of the compared OMol25 structures with the same formula, charge and spin: 0.704 eV
F_max: 0.1018 Eh/bohr
LUMO level: 0.370 eV
HOMO level: -8.0 eV

Structure (XYZ):
```
19
Properties=species:S:1:pos:R:3:forces:R:3:nbo_charge:R:1
H 1.5794 -1.1131 -0.8585 0.354 -1.479 -0.333 0.208
N -1.9517 -0.5925 0.5586 -0.775 0.207 -0.675 -0.753
H -2.8449 -0.8649 0.2147 -0.564 0.060 -0.394 0.388
H 2.2900 0.5908 -0.8484 -2.061 -1.872 0.323 0.252
S 0.4377 2.5649 -0.0823 -2.352 -1.348 -0.331 1.611
C 0.3110 0.3010 0.1214 -1.548 -0.339 -0.711 -0.324
H 1.0197 0.2870 -1.9766 -0.089 -1.276 1.248 0.242
O 1.8366 2.5935 -0.3386 1.972 0.550 -0.271 -0.935
H 0.2425 0.8800 2.3504 0.675 -1.209 -2.232 0.213
H 1.7314 0.1390 1.7450 0.557 0.083 -0.380 0.241
H -1.0415 1.2426 -1.7280 0.085 -1.064 0.055 0.454
C 1.2980 -0.1067 -0.9435 2.412 4.549 -0.950 -0.651
H -2.3493 0.1919 -1.6337 -2.559 -0.249 -0.725 0.360
C 0.6772 0.0990 1.5328 -1.013 0.516 3.974 -0.647
N -1.3946 0.2380 -1.5182 1.568 0.900 0.036 -0.772
H 0.3504 -0.8361 2.0533 0.157 0.109 -0.793 0.190
H -1.6858 -1.1239 1.3225 0.906 -0.816 1.731 0.399
C -1.0419 -0.1121 -0.2797 2.066 2.020 0.132 0.521
O -0.4144 2.6290 -1.3054 0.208 0.657 0.297 -0.999
```
Positions in Å, forces in eV/Å.

=====

Entry 3:
Molecular formula: C4H10N2O3
Method: DFT, ωB97M-V with the def2-TZVPD basis set

Computed properties:
Gap between HOMO and LUMO: 8.390 eV
Energy above the lowest of the compared OMol25 structures with the same formula, charge and spin: 0.613 eV
SMILES string: CC=C(N)N.O=C(O)O
F_max: 0.0652 Eh/bohr
LUMO level: 0.673 eV
HOMO level: -7.7 eV

Structure (XYZ):
```
19
Properties=species:S:1:pos:R:3:forces:R:3:nbo_charge:R:1
C 0.7777 -0.5444 -1.9351 -0.243 -0.585 -1.667 0.979
C -1.0555 0.1490 0.6467 0.331 0.387 0.015 -0.351
H -0.2609 2.4768 0.3214 0.296 -0.240 0.006 0.390
C -1.5421 -1.2101 1.0273 0.118 -0.073 -0.050 -0.653
H 2.0889 0.0789 1.0472 -0.024 -0.216 0.226 0.378
C 0.2094 0.5972 0.8069 -3.217 -0.824 0.457 0.319
N 1.1798 -0.1084 1.4659 1.301 -0.591 -0.063 -0.820
H -1.0869 -1.9719 0.3862 -0.087 -0.238 0.114 0.211
O -0.3305 0.2035 -2.2114 -0.116 -1.019 -0.280 -0.709
O 0.8047 -1.7504 -2.0592 0.257 1.344 0.692 -0.624
O 1.8145 0.2737 -1.7425 -0.540 -0.164 0.689 -0.682
H -0.9815 -0.4694 -2.4938 0.091 0.530 0.258 0.503
H 1.1614 2.2772 1.1615 -0.112 0.152 -0.291 0.377
N 0.5540 1.8802 0.4462 0.886 1.412 -0.279 -0.847
H -2.6282 -1.2679 0.9082 0.205 -0.075 0.024 0.221
H -1.3125 -1.4366 2.0728 -0.020 -0.159 -0.030 0.207
H -1.7955 0.8031 0.1940 0.275 0.141 0.050 0.193
H 1.3957 1.1295 -1.5001 0.543 -0.043 0.057 0.516
H 1.0074 -1.1102 1.4581 0.057 0.260 0.070 0.389
```
Positions in Å, forces in eV/Å.

=====

Entry 4:
Molecular formula: C4H10N2O3
Method: DFT, ωB97M-V with the def2-TZVPD basis set

Computed properties:
Gap between HOMO and LUMO (alpha / beta): 8.307 / 8.309 eV
Energy above the lowest of the compared OMol25 structures with the same formula, charge and spin: 6.681 eV
SMILES string: [O-]/[N+](O)=C\O.CC(C)=N
F_max: 0.0939 Eh/bohr
LUMO level (alpha / beta): 0.536 / 0.536 eV
HOMO level (alpha / beta): -7.8 / -7.8 eV

Structure (XYZ):
```
19
Properties=species:S:1:pos:R:3:forces:R:3:nbo_charge:R:1
N -0.9645 -0.2462 0.6855 1.718 -2.190 -1.374 -0.637
C 1.3046 0.3819 0.9359 3.936 -0.897 -1.378 -0.713
O -1.3317 3.1624 1.0902 0.335 0.753 1.104 -0.555
H 1.9359 -0.4092 1.3989 -0.715 0.224 0.498 0.248
H -2.4550 0.9981 -0.9462 0.166 -1.020 -1.907 0.172
H 1.0017 1.1127 1.6304 -0.452 0.656 0.945 0.253
H -0.1605 -0.4729 -1.9188 0.347 0.152 0.184 0.236
N -1.4140 2.4430 0.0906 -1.111 -2.173 -0.074 0.297
H -1.4898 -0.8512 0.0213 -0.419 0.547 0.655 0.325
O -0.3825 2.4321 -0.8207 3.819 -1.121 0.195 -0.574
H 0.5213 -1.8958 -1.1808 0.619 0.529 -0.187 0.236
H 1.5410 -0.4002 -1.4261 1.513 0.105 -0.784 0.222
O -3.3728 1.4901 0.7289 -2.160 -0.793 -1.599 -0.650
C 0.6019 -0.7872 -1.1886 -2.430 -1.571 0.479 -0.693
C -2.3394 1.4897 -0.0527 1.931 3.432 0.293 0.328
H 2.2235 0.7644 0.2978 -2.112 -0.060 0.646 0.208
H -3.1904 1.5791 1.6270 0.988 0.621 2.552 0.506
H 0.6235 2.1214 -0.3789 -4.552 1.258 -1.015 0.490
C 0.2306 -0.2906 0.1742 -1.422 1.546 0.768 0.299
```
Positions in Å, forces in eV/Å.

=====

Entry 5:
Molecular formula: C4H10N2O3S
Method: DFT, ωB97M-V with the def2-TZVPD basis set

Computed properties:
Gap between HOMO and LUMO: 10.487 eV
Energy above the lowest of the compared OMol25 structures with the same formula, charge and spin: 1.289 eV
SMILES string: CS(=O)(=O)N1CCN[C@H]1O
F_max: 0.0231 Eh/bohr
LUMO level: 0.519 eV
HOMO level: -10.0 eV

Structure (XYZ):
```
20
Properties=species:S:1:pos:R:3:forces:R:3:nbo_charge:R:1
H 1.3092 -1.1944 0.9142 -0.015 0.060 -0.241 0.188
N 0.4362 0.6672 0.5912 -0.299 -0.027 0.777 -0.678
O 2.6085 0.1564 0.0673 0.382 0.459 0.023 -0.708
O -0.1341 -0.4173 2.7663 0.210 -0.254 -0.028 -0.936
C 0.0267 1.3731 -0.6075 -0.158 0.410 -0.373 -0.256
C -1.8470 -0.9441 0.8442 0.631 0.669 0.465 -0.883
H -2.1242 -0.5777 -0.1354 -0.049 0.092 -0.192 0.228
C 0.3570 0.3941 -1.7672 0.174 0.170 -0.184 -0.257
H -1.0298 1.6264 -0.5245 0.043 0.117 -0.165 0.223
O -1.5251 1.4385 1.9119 -0.119 0.160 -0.281 -0.937
N 0.8763 -0.8184 -1.1335 0.028 -0.256 0.026 -0.640
H -0.5052 0.1679 -2.3927 0.035 0.000 -0.005 0.206
H 0.6060 2.2936 -0.6936 -0.156 -0.039 -0.034 0.220
C 1.3322 -0.3824 0.1736 -0.100 -1.158 0.238 0.363
H -1.3360 -1.8967 0.7965 0.098 -0.157 -0.041 0.232
H 0.1552 -1.5241 -1.0451 0.077 0.050 0.074 0.364
H 3.1256 -0.4118 -0.5161 -0.138 -0.024 0.020 0.484
S -0.7531 0.2609 1.6730 -0.293 -0.344 -0.166 2.324
H 1.1462 0.8120 -2.3951 -0.212 0.076 -0.036 0.204
H -2.7245 -1.0233 1.4725 -0.138 -0.003 0.125 0.259
```
Positions in Å, forces in eV/Å.

=====

Entry 6:
Molecular formula: C4H10N2O4
Method: DFT, ωB97M-V with the def2-TZVPD basis set

Computed properties:
Gap between HOMO and LUMO (alpha / beta): 8.686 / 9.035 eV
Energy above the lowest of the compared OMol25 structures with the same formula, charge and spin: 6.472 eV
F_max: 0.0710 Eh/bohr
LUMO level (alpha / beta): -0.928 / -0.724 eV
HOMO level (alpha / beta): -9.6 / -9.8 eV

Structure (XYZ):
```
20
Properties=species:S:1:pos:R:3:forces:R:3:nbo_charge:R:1
O -1.3081 1.1286 0.2898 0.184 -0.261 -0.147 -0.751
H 0.6349 -2.2079 -0.6850 -2.179 1.411 0.166 0.202
O 1.5145 -0.5433 -2.6328 0.490 -0.796 -0.548 -0.297
N 0.8444 0.2275 -2.0596 0.422 -1.486 3.062 0.612
H 1.4956 2.3510 1.4838 -1.183 -0.411 -2.422 0.215
O 0.3393 1.2272 -2.3890 -1.045 1.753 -0.463 -0.334
H 0.2118 3.0133 0.4406 -0.518 0.720 -0.398 0.227
H -2.0038 -0.7095 -0.4276 2.233 -1.548 -1.280 0.498
C -0.4809 -2.0803 1.1380 0.748 -1.199 -0.227 -0.645
H -1.1084 -2.9425 0.8030 0.958 0.090 0.721 0.236
H 1.6353 2.2122 -0.3452 -0.279 0.051 -0.072 0.225
C 0.8933 2.1991 0.4508 1.892 -1.143 2.905 -0.632
H 0.4999 -2.3324 1.6750 -1.747 0.081 -0.513 0.227
N 0.6823 -0.2820 -0.0237 -0.377 1.357 -1.986 -0.324
H 0.0917 0.6144 1.7492 -0.213 0.322 -2.523 0.209
C -0.1483 -1.4503 -0.2116 1.604 -1.140 0.142 0.196
O -1.3291 -1.3015 -0.9565 -1.359 1.290 0.672 -0.741
H -1.3700 1.5046 -0.6016 0.131 -0.048 0.127 0.483
H -1.1709 -1.5020 1.7327 0.136 0.607 0.341 0.210
C 0.0765 0.8739 0.5700 0.101 0.350 2.443 0.184
```
Positions in Å, forces in eV/Å.